The following is a quantum chemistry calculation of a molecular structure, C22H23BrF3N5O2S4V, from OMol25.

Summary:
Net charge: +2
Frontier orbital gap (alpha / beta) in eV: 6.2161 / 6.9052
Energy in Ha: -6686.246531
Maximum force in eV/Å: 0.9
Multiplicity: 2
ΔE to the lowest compared entry with this formula, charge and spin in kJ/mol: 117.3

CARTESIAN COORDINATES (ANGSTROEM)
V  -0.408  -0.786  0.789
C  -1.046  -2.044  -3.405
C  -0.156  -0.896  -3.878
S  0.396  0.294  -2.615
C  -0.821  1.631  -2.640
C  -2.187  1.292  -2.030
S  -2.054  -0.162  -0.946
C  -3.693  -0.239  -0.160
C  -3.667  -1.318  0.934
S  -2.271  -2.471  0.815
C  -2.677  -3.319  -0.753
C  -1.478  -3.999  -1.394
S  -0.215  -2.872  -2.024
H  -1.179  -2.741  -4.233
H  -2.029  -1.690  -3.095
H  -0.627  -0.350  -4.695
H  0.776  -1.305  -4.269
H  -0.949  2.020  -3.649
H  -0.327  2.410  -2.058
H  -2.904  0.979  -2.791
H  -2.620  2.143  -1.502
H  -4.408  -0.478  -0.947
H  -3.961  0.727  0.264
H  -4.576  -1.918  0.923
H  -3.574  -0.871  1.921
H  -3.143  -2.609  -1.433
H  -3.424  -4.061  -0.462
H  -1.829  -4.653  -2.193
H  -0.954  -4.633  -0.675
Br  2.738  2.496  -0.928
C  3.399  0.729  -0.735
C  4.700  0.459  -1.148
C  5.171  -0.833  -0.999
C  4.335  -1.797  -0.447
C  3.062  -1.403  -0.075
N  2.588  -0.164  -0.213
C  2.146  -2.424  0.505
O  2.392  -3.546  0.771
O  0.837  -1.941  0.689
H  5.310  1.244  -1.571
H  6.175  -1.088  -1.308
H  4.649  -2.821  -0.305
N  -0.977  -0.778  2.560
C  -1.000  -0.792  3.759
N  -1.103  -0.890  4.973
C  -0.571  -0.067  5.881
N  -0.109  0.624  6.675
F  0.523  5.649  3.216
C  1.518  4.973  2.643
F  1.941  5.672  1.583
F  2.520  4.866  3.507
C  1.032  3.612  2.178
C  -0.066  3.542  1.336
C  -0.479  2.303  0.893
N  0.144  1.172  1.247
C  1.198  1.248  2.075
C  1.674  2.447  2.560
H  -0.598  4.435  1.035
H  -1.340  2.207  0.254
H  1.670  0.317  2.363
H  2.527  2.468  3.224

=====

The following is a quantum chemistry calculation of a molecular structure, C22H23ClN2PPr, from OMol25.

Summary:
Net charge: +2
Frontier orbital gap (alpha / beta) in eV: 6.5883 / 6.9814
Energy in Ha: -2279.664052
Maximum force in eV/Å: 5.4
Multiplicity: 3

CARTESIAN COORDINATES (ANGSTROEM)
Pr  -1.808  -0.010  -0.134
Cl  -2.354  -1.438  -2.268
P  0.925  0.135  -0.080
C  1.613  -0.525  1.437
C  2.460  0.270  2.239
C  3.034  -0.249  3.399
C  2.691  -1.542  3.829
C  1.735  -2.298  3.119
C  1.177  -1.777  1.951
C  1.402  -1.028  -1.423
C  0.994  -0.737  -2.746
C  1.278  -1.628  -3.780
C  1.950  -2.831  -3.500
C  2.265  -3.171  -2.179
C  1.964  -2.294  -1.144
C  1.702  1.664  -0.546
C  0.964  2.840  -0.804
C  1.626  4.040  -1.040
C  3.041  4.056  -1.051
C  3.781  2.881  -0.823
C  3.108  1.690  -0.570
H  0.390  0.151  -2.941
H  0.983  -1.370  -4.807
H  2.230  -3.489  -4.322
H  2.787  -4.110  -1.952
H  2.172  -2.582  -0.125
H  2.688  1.283  1.946
H  3.786  0.342  3.949
H  3.167  -1.975  4.714
H  1.467  -3.318  3.456
H  0.411  -2.345  1.421
H  -0.124  2.816  -0.754
H  1.057  4.979  -1.202
H  3.551  5.003  -1.234
H  4.888  2.903  -0.816
H  3.665  0.786  -0.371
H  -1.273  1.049  1.860
H  -1.325  1.639  1.439
C  -4.691  -1.016  1.945
C  -5.052  -0.155  0.796
N  -4.227  0.548  0.033
C  -4.971  1.129  -1.008
C  -6.287  0.875  -0.798
N  -6.386  0.025  0.368
H  -5.065  -0.633  2.883
H  -5.024  -2.042  1.862
H  -3.613  -1.069  2.073
H  -4.392  1.638  -1.793
H  -7.196  1.236  -1.357
H  -7.161  -0.344  0.848

=====

The following is a quantum chemistry calculation of a single C22H23F2N5O3 molecule, from OMol25.

Summary:
Frontier orbital gap in eV: 8.0888
Energy in Ha: -1551.423558
Maximum force in eV/Å: 1.2
SMILES string: COc1ccc(-c2cc(C(F)F)n3ncc(C(=O)NCCCN4CCCC4=O)c3n2)cc1

CARTESIAN COORDINATES (ANGSTROEM)
C  -4.513  -2.664  1.238
H  -4.567  -1.577  1.128
O  -3.548  -3.229  0.369
C  -2.278  -2.781  0.433
C  -1.383  -3.323  -0.499
C  -0.076  -2.896  -0.553
C  0.371  -1.895  0.310
C  -0.510  -1.391  1.265
C  -1.815  -1.828  1.340
H  -2.468  -1.412  2.088
H  -0.148  -0.662  1.973
C  1.710  -1.316  0.207
N  1.780  -0.003  0.278
C  2.968  0.585  0.220
C  3.362  1.925  0.256
C  4.760  1.871  0.200
N  5.222  0.630  0.119
N  4.153  -0.152  0.127
C  4.099  -1.501  0.030
C  2.878  -2.111  0.049
H  2.807  -3.184  -0.018
C  5.402  -2.247  -0.095
F  5.527  -3.159  0.899
F  5.433  -2.951  -1.254
H  6.267  -1.568  -0.069
H  5.441  2.699  0.209
C  2.494  3.122  0.283
O  2.903  4.247  0.490
N  1.205  2.814  0.011
H  0.977  1.841  -0.129
C  0.129  3.768  -0.060
C  -1.052  3.405  0.854
H  -1.923  3.982  0.541
H  -0.804  3.699  1.875
C  -1.414  1.916  0.913
N  -2.028  1.361  -0.271
C  -3.207  0.703  -0.207
O  -3.932  0.650  0.766
C  -3.451  0.024  -1.544
H  -3.343  -1.052  -1.401
C  -2.365  0.587  -2.455
H  -2.753  1.436  -3.019
H  -1.982  -0.148  -3.159
C  -1.286  1.062  -1.477
H  -0.551  0.270  -1.277
H  -0.762  1.942  -1.849
H  -4.463  0.216  -1.896
H  -0.522  1.335  1.165
H  -2.153  1.777  1.709
H  -0.213  3.857  -1.099
H  0.543  4.735  0.237
H  0.592  -3.305  -1.297
H  -1.750  -4.075  -1.180
H  -4.301  -2.919  2.280
H  -5.462  -3.109  0.945